## w
The following is a DFT calculation (ωB97M-V/def2-TZVPD) of 20 unconnected molecules or ions with the total composition H41O20.

Each atom is followed by the atoms it is bonded to, with distances in Å.
Element x y z (Å)
1 O -2.80202 0.34583 -2.72385  H44 0.959, H52 0.955
2 H 0.30681 -1.07417 2.53994  O39 0.968
3 O 1.70609 4.04222 -0.99435  H4 0.973, H5 0.973
4 H 2.40753 3.69909 -1.57462  O3 0.973
5 H 1.69145 4.99175 -0.78187  O3 0.973
6 O -3.61755 0.43266 2.69434  H7 0.954, H8 0.966
7 H -4.26945 0.15099 3.33082  O6 0.954
8 H -2.71224 0.55752 3.00645  O6 0.966
9 O -5.36994 0.38255 -0.82132  H10 0.960, H14 0.964
10 H -5.89484 -0.38067 -0.56744  O9 0.960
11 H 0.15297 2.17904 3.32440  O42 0.962
12 O 2.13011 -4.90184 -0.85699  H26 0.969, H60 0.959
13 H 2.85535 1.53811 -2.89940  O15 0.974
14 H -5.81661 1.15737 -0.46239  O9 0.964
15 O 3.00713 2.43885 -2.56078  H13 0.974, H17 0.965
16 H -0.90134 -2.86101 1.04604  O51 1.025
17 H 3.84445 2.69982 -2.96371  O15 0.965
18 O 0.91753 -1.71797 -0.64079  H32 1.012, H46 0.977
19 H 1.60070 2.49744 3.84274  O42 0.956
20 H -1.99524 -1.87995 0.08073  O51 1.000
21 O 3.19325 3.55729 1.31619  H22 0.965, H23 0.958
22 H 2.93557 2.81220 1.87193  O21 0.965
23 H 3.23498 3.24524 0.41157  O21 0.958
24 O 3.05340 0.12915 -3.89278  H25 0.961, H61 0.960
25 H 2.38061 -0.32910 -3.38248  O24 0.961
26 H 1.70559 -4.55986 -1.65810  O12 0.969
27 O 0.96259 -0.62731 4.92379  H28 0.976, H29 0.976
28 H 1.03711 0.22209 4.44962  O27 0.976
29 H 1.36023 -1.05911 4.14430  O27 0.976
30 O -3.56172 -1.02612 0.61072  H31 0.943, H43 1.010
31 H -4.32940 -1.03446 0.06359  O30 0.943
32 H 0.44628 -1.30664 -1.43619  O18 1.012
33 O 3.22568 0.25539 0.16779  H34 0.968, H35 0.960
34 H 3.33638 1.20023 0.34445  O33 0.968
35 H 3.96534 0.02429 -0.39956  O33 0.960
36 O -0.11617 -0.45013 -2.65396  H37 0.956, H38 0.972
37 H -0.25756 -0.12697 -3.54248  O36 0.956
38 H -0.86252 -0.28538 -2.05297  O36 0.972
39 O 1.06564 -1.54702 2.16939  H2 0.968, H41 0.974
40 H -1.71695 -2.97173 -2.97798  O45 0.963
41 H 1.56710 -0.77912 1.84185  O39 0.974
42 O 1.04979 1.84297 3.41599  H11 0.962, H19 0.956
43 H -3.55298 -0.50674 1.47711  O30 1.010
44 H -3.44716 0.29155 -2.01607  O1 0.959
45 O -1.90165 -2.85168 -2.04003  H40 0.963, H47 0.963
46 H 1.10560 -0.86970 -0.19492  O18 0.977
47 H -2.54033 -2.15135 -1.87036  O45 0.963
48 O 0.38020 2.08220 -0.38587  H49 0.959, H50 0.972
49 H -0.11085 2.60340 -1.02332  O48 0.959
50 H 1.21819 2.53838 -0.20076  O48 0.972
51 O -1.18996 -1.95209 0.66948  H16 1.025, H20 1.000, H53 1.144
52 H -3.01211 1.06897 -3.31156  O1 0.955
53 H -0.24451 -1.68562 0.08256  O51 1.144
54 O -1.40956 2.49745 2.37354  H55 0.954, H56 0.973
55 H -1.85549 3.31331 2.58644  O54 0.954
56 H -1.16785 2.20047 1.47950  O54 0.973
57 O -0.15418 -4.26686 0.60438  H58 0.955, H59 0.957
58 H -0.18776 -5.21566 0.70630  O57 0.955
59 H 0.51038 -3.95252 -0.00828  O57 0.957
60 H 2.79481 -4.22404 -0.71928  O12 0.959
61 H 3.84907 -0.40300 -3.96149  O24 0.960

- charge = +1

***

## x
The following is a DFT calculation (ωB97M-V/def2-TZVPD) of 20 unconnected molecules or ions with the total composition H41O20.

Each atom is followed by the atoms it is bonded to, with distances in Å.
Element x y z (Å)
1 O -4.72398 -0.49098 -2.90023  H44 0.958, H52 0.964
2 H -0.86412 1.19706 1.13089  O39 0.967
3 O -3.30470 3.95913 -1.48470  H4 0.968, H5 0.960
4 H -4.14425 3.56209 -1.75916  O3 0.968
5 H -2.95476 4.26275 -2.32598  O3 0.960
6 O -3.34255 3.15741 2.78107  H7 0.963, H8 0.965
7 H -3.11288 3.34230 3.69824  O6 0.963
8 H -4.30365 3.07790 2.82467  O6 0.965
9 O -2.32607 0.66880 3.52433  H10 0.954, H14 0.966
10 H -2.96595 0.08379 3.12682  O9 0.954
11 H 5.60395 -1.23040 2.01815  O42 0.947
12 O 4.68253 1.24131 -1.56837  H26 0.956, H60 0.956
13 H 4.81188 3.21582 -0.62189  O15 0.954
14 H -2.42891 1.62892 3.49329  O9 0.966
15 O 4.03529 3.09508 -0.08035  H13 0.954, H17 0.960
16 H 4.93157 -2.51917 -1.61266  O18 0.967
17 H 3.55308 2.36058 -0.46806  O15 0.960
18 O 4.09318 -2.92757 -1.35850  H16 0.967, H32 0.966
19 H 5.04932 0.30098 2.33780  O42 0.955
20 H -2.68004 0.34716 -0.38412  O51 0.967
21 O 2.39921 -0.39702 4.68595  H22 0.953, H23 0.952
22 H 2.77669 -0.16414 5.52932  O21 0.953
23 H 1.78213 0.24556 4.35043  O21 0.952
24 O 1.87879 -0.34344 0.29311  H25 0.983, H61 0.996
25 H 1.12231 0.00691 0.81393  O24 0.983
26 H 4.19670 0.53475 -1.14567  O12 0.956
27 O 1.91985 -2.92798 3.11224  H28 0.959, H29 0.956
28 H 2.46106 -3.49045 3.66888  O27 0.959
29 H 2.22173 -2.02321 3.17805  O27 0.956
30 O -1.42662 -1.04764 -2.20614  H31 0.956, H43 0.958
31 H -1.36729 -1.85469 -2.71430  O30 0.956
32 H 3.97796 -3.49205 -2.13418  O18 0.966
33 O 1.85014 1.50634 -1.44082  H34 0.958, H35 0.953
34 H 2.29378 2.27440 -1.80314  O33 0.958
35 H 0.98799 1.25869 -1.76243  O33 0.953
36 O -0.21852 1.35657 -3.16344  H37 0.956, H38 0.965
37 H -0.25421 1.17350 -4.10137  O36 0.956
38 H -0.86373 2.04687 -2.96799  O36 0.965
39 O -0.62226 0.27413 0.97343  H2 0.967, H41 0.972
40 H 0.18632 -2.69866 0.54256  O45 0.999
41 H -1.09582 -0.11315 1.72916  O39 0.972
42 O 5.37173 -0.54841 2.63320  H11 0.947, H19 0.955
43 H -1.21755 -0.19491 -2.58836  O30 0.958
44 H -3.98891 -1.09171 -3.03017  O1 0.958
45 O 0.56190 -2.35076 -0.31571  H40 0.999, H46 1.153, H47 0.990
46 H 1.31492 -1.55002 0.03317  O45 1.153
47 H -0.02162 -1.56928 -0.48680  O45 0.990
48 O -1.31620 -4.24900 -2.61101  H49 0.952, H50 0.954
49 H -0.44044 -4.36113 -2.96746  O48 0.952
50 H -1.88623 -5.01343 -2.63422  O48 0.954
51 O -2.79290 0.85505 -1.19900  H20 0.967, H53 0.965
52 H -4.50021 0.14818 -2.21372  O1 0.964
53 H -2.78868 1.71461 -0.76118  O51 0.965
54 O -5.50144 1.88696 -1.13116  H55 0.960, H56 0.956
55 H -5.54544 1.89802 -2.09008  O54 0.960
56 H -6.15324 1.31753 -0.72522  O54 0.956
57 O -0.95753 -2.70524 1.91574  H58 0.961, H59 0.962
58 H -0.96890 -3.66602 1.88575  O57 0.961
59 H -0.49964 -2.33791 2.67842  O57 0.962
60 H 5.63692 1.23356 -1.61542  O12 0.956
61 H 1.87833 0.12570 -0.58558  O24 0.996

- charge = +1

***

## y
The following is a DFT calculation (ωB97M-V/def2-TZVPD) of 20 unconnected molecules or ions with the total composition H41O20.

Each atom is followed by the atoms it is bonded to, with distances in Å.
Element x y z (Å)
1 O -1.32916 -1.54920 0.68545  H2 1.022, H32 1.066, H60 1.033
2 H -0.43830 -1.56685 0.18438  O1 1.022
3 O 2.85334 -3.29241 -2.63807  H4 1.057, H5 0.907
4 H 3.64174 -3.96119 -2.85744  O3 1.057
5 H 2.26152 -3.21143 -3.32105  O3 0.907
6 O -1.90422 -1.44736 3.18110  H7 0.994, H8 1.054
7 H -1.39695 -0.63336 3.44267  O6 0.994
8 H -1.89926 -2.09369 4.01370  O6 1.054
9 O 5.01293 0.30810 -1.67474  H10 0.949, H11 0.939
10 H 5.95432 0.20892 -1.73741  O9 0.949
11 H 4.67296 0.21571 -2.54519  O9 0.939
12 O 2.04827 -0.05032 -0.24514  H14 0.984, H26 0.980
13 H -0.09258 -2.99442 -0.65555  O15 0.997
14 H 2.01497 0.82222 -0.69985  O12 0.984
15 O 0.54419 -2.25181 -0.84859  H13 0.997, H17 0.937
16 H -0.70768 -5.13026 -1.11133  O18 0.921
17 H 1.36484 -2.61430 -1.11737  O15 0.937
18 O -1.16660 -4.36270 -0.89141  H16 0.921, H19 0.850
19 H -1.98874 -4.51358 -0.73970  O18 0.850
20 H 1.75085 2.30488 2.27308  O51 0.953
21 O 0.42545 -0.21635 1.62324  H22 0.964, H23 1.008
22 H -0.19950 0.39113 2.03403  O21 0.964
23 H 1.29967 0.03374 2.05787  O21 1.008
24 O -1.12375 2.35242 -0.45662  H25 0.980, H61 1.007
25 H -0.83702 1.43000 -0.29320  O24 0.980
26 H 2.89593 -0.34510 -0.63970  O12 0.980
27 O -1.96012 4.69132 -3.17127  H28 0.913, H29 0.875
28 H -1.10675 4.93946 -2.96027  O27 0.913
29 H -1.99730 3.88142 -3.50117  O27 0.875
30 O -3.79707 -2.50760 -0.03024  H31 0.971, H43 1.006
31 H -3.87432 -2.75258 0.90641  O30 0.971
32 H -1.24304 -1.31032 1.72106  O1 1.066
33 O 0.56855 0.26621 4.45081  H34 0.962, H35 0.926
34 H 0.82669 0.67736 3.62013  O33 0.962
35 H 0.63572 0.93393 5.08817  O33 0.926
36 O 4.51745 1.03065 2.86786  H37 0.908, H38 0.940
37 H 4.77809 0.16074 2.84506  O36 0.908
38 H 4.28819 1.22895 3.75748  O36 0.940
39 O 0.65886 -0.27444 -4.73698  H40 1.078, H41 0.930
40 H -0.23673 -0.59588 -5.24344  O39 1.078
41 H 1.20313 -0.09849 -5.47089  O39 0.930
42 O -3.69822 0.11492 -0.56872  H44 0.945, H52 0.933
43 H -4.73013 -2.36054 -0.37536  O30 1.006
44 H -3.31699 0.94080 -0.82649  O42 0.945
45 O -1.11757 4.93518 2.93190  H46 0.998, H47 0.976
46 H -1.36482 5.56702 2.19941  O45 0.998
47 H -1.76292 4.31372 2.54390  O45 0.976
48 O -0.67634 0.10928 -2.55741  H49 0.925, H50 1.019
49 H -0.46429 -0.22586 -1.72208  O48 0.925
50 H 0.08831 0.16488 -3.22842  O48 1.019
51 O 0.87143 2.33705 2.63800  H20 0.953, H53 0.954
52 H -3.00132 -0.33145 -0.99844  O42 0.933
53 H 0.33670 2.93865 2.12561  O51 0.954
54 O -2.35873 -4.47569 1.42622  H55 0.893, H56 0.912
55 H -1.88960 -4.03654 2.04673  O54 0.893
56 H -2.67225 -5.32472 1.53656  O54 0.912
57 O 1.31499 4.54788 -1.81912  H58 0.899, H59 1.041
58 H 0.59099 5.07978 -1.85144  O57 0.899
59 H 1.61259 4.65468 -0.82705  O57 1.041
60 H -2.13514 -1.39151 0.05968  O1 1.033
61 H -0.33108 2.48315 -1.06320  O24 1.007

- charge = +1

***

Among the structures shown above, w is the most stable, with the second-best lying 0.611 eV higher.